Record 1
Molecular formula: C7H13OP
Method: DFT, the ωB97M-V functional and the def2-TZVPD basis

Its total energy is -18804.20196 eV. The HOMO energy comes out at -7.80 eV. Its HOMO-LUMO gap is 0.283 Ha. Its max |F| is 2.0 eV/Å. The energy relative to the best compared isomer or geometry (same formula, charge and spin) is 124.4 kJ/mol. The calculation puts the LUMO energy at -0.10 eV.

Geometry as ORCA input:
```
! RIJCOSX wB97M-V def2-TZVPD def2/J DEFGRID3
* xyz 0 1
C -2.10 -2.25 -1.11
C -1.26 -1.46 -0.14
C -1.63 -1.44 1.31
C -0.21 -0.77 -0.58
C 0.88 -0.21 -1.05
P 1.80 1.17 -0.26
C 1.04 2.68 -0.87
C 1.62 1.13 1.58
O 3.23 1.07 -0.64
H -2.38 -1.60 -1.96
H -3.06 -2.54 -0.61
H -1.57 -3.14 -1.47
H -2.54 -0.84 1.47
H -0.82 -1.00 1.90
H -1.80 -2.44 1.63
H 1.33 -0.62 -1.95
H -0.05 2.58 -0.82
H 1.31 2.77 -1.92
H 1.38 3.57 -0.31
H 2.05 0.17 1.96
H 2.20 1.96 1.97
H 0.58 1.21 1.86
*
```


Record 2
Molecular formula: C7H16N2
Method: DFT, the ωB97M-V functional and the def2-TZVPD basis

Its total energy is -10496.57138 eV. The HOMO energy comes out at -9.56 eV. Its HOMO-LUMO gap is 0.383 Ha. Its max |F| is 1.2 eV/Å. The energy relative to the best compared isomer or geometry (same formula, charge and spin) is 259.2 kJ/mol. The calculation puts the LUMO energy at 0.86 eV.

Geometry as ORCA input:
```
! RIJCOSX wB97M-V def2-TZVPD def2/J DEFGRID3
* xyz 0 1
H -0.27 2.17 1.74
N -0.63 1.22 1.64
C 0.06 0.32 2.18
C -0.43 -1.09 2.28
C -1.64 -1.38 1.40
H 0.97 0.51 2.78
H 0.40 -1.77 2.04
H -0.68 -1.28 3.33
H -2.44 -0.69 1.63
H -1.37 -1.27 0.35
H -1.98 -2.40 1.56
H 2.45 1.62 -0.38
N 2.36 0.90 -1.10
C 1.64 -0.08 -0.79
C 1.44 -1.22 -1.72
H 1.18 -0.21 0.22
H 1.75 -2.15 -1.26
H 0.39 -1.29 -1.97
H 2.01 -1.06 -2.64
C -1.16 1.12 -1.45
C -0.56 1.92 -2.32
H -1.00 1.20 -0.35
H -1.94 0.44 -1.77
H 0.21 2.60 -2.02
H -0.75 1.86 -3.38
*
```